No. 1
DFT (ωB97M-V/def2-TZVPD) results for a cluster of 10 separate species, C28H76O10 in total.

Structure (XYZ):
```
114
Properties=species:S:1:pos:R:3:mulliken_charge:R:1
C -18.01695 6.51968 1.52329 -1.46
C -17.71195 6.38496 0.06626 1.33
C -16.55006 7.30337 -0.28158 -1.53
O -17.43455 5.10653 -0.40963 -0.21
H -17.11524 6.34137 2.08408 0.44
H -18.71222 5.72943 1.87558 0.22
H -18.49443 7.50126 1.73480 0.28
H -18.63043 6.71629 -0.45291 -0.32
H -16.47890 7.40430 -1.33676 0.20
H -15.67083 6.83852 0.09506 0.52
H -16.66041 8.33396 0.12727 0.37
H -16.55127 4.84535 -0.12207 0.22
C -20.77614 4.05305 1.38425 -1.25
C -20.14496 2.80919 0.76762 0.43
C -20.51163 2.57693 -0.71765 -0.35
O -18.73314 2.80106 0.97565 -0.64
H -20.43373 4.14458 2.42437 0.33
H -21.84419 3.99915 1.41903 0.51
H -20.45403 4.96635 0.81981 0.01
H -20.49612 1.91891 1.35257 0.33
H -21.61875 2.55563 -0.76000 0.39
H -20.12306 1.64966 -1.13551 -0.04
H -20.20804 3.48169 -1.33949 -0.15
H -18.34674 3.51788 0.48193 0.32
C -14.56984 9.02144 -4.40438 -1.49
C -16.01526 9.25175 -4.07286 1.30
C -16.40750 10.71663 -4.36215 -1.39
O -16.78749 8.39002 -4.88797 -0.49
H -14.32388 9.21997 -5.45458 0.31
H -14.19775 8.04956 -4.04681 0.34
H -13.97462 9.67797 -3.80625 0.47
H -16.19365 8.90617 -3.05881 -0.43
H -16.19808 10.85238 -5.42786 0.32
H -15.85553 11.53619 -3.86800 0.39
H -17.43303 10.94992 -4.20846 0.37
H -16.43287 7.53746 -4.83333 0.07
C -23.59195 7.05509 -6.79776 -0.81
C -24.88784 6.21382 -6.61220 0.31
C -24.76224 5.02334 -5.68957 -1.19
O -25.82215 7.20941 -6.06068 -0.55
H -22.76511 6.36490 -7.04750 0.25
H -23.34476 7.66993 -5.93098 -0.07
H -23.78931 7.77402 -7.56821 0.45
H -25.28092 5.89052 -7.56454 0.44
H -24.28318 5.29015 -4.78325 0.14
H -24.31273 4.11870 -6.17370 0.36
H -25.75476 4.66440 -5.36690 0.37
H -26.69493 6.99718 -6.38830 0.30
C -19.09269 9.76533 -7.77718 -1.50
C -19.41170 8.36107 -7.36810 0.97
C -18.64011 7.45884 -8.22703 -1.54
O -19.26410 8.12564 -5.95325 -0.26
H -19.86958 10.45330 -7.41629 0.29
H -18.99393 9.87148 -8.85626 0.45
H -18.09403 10.06084 -7.48670 0.28
H -20.44393 8.11942 -7.62344 0.23
H -17.56125 7.76398 -8.23329 0.25
H -18.99248 7.53435 -9.21658 0.53
H -18.65668 6.40100 -7.84923 0.21
H -18.37893 8.34811 -5.62194 0.19
C -20.27216 0.60925 -4.03826 -0.76
C -21.16064 -0.54479 -3.60580 0.25
C -20.44372 -1.59410 -2.79905 -1.29
O -22.26450 -0.01297 -2.81524 -0.57
H -19.50157 0.33622 -4.79636 0.40
H -19.73857 0.94687 -3.12558 0.13
H -20.84510 1.39961 -4.48087 0.18
H -21.63752 -1.00735 -4.49377 0.35
H -19.70068 -2.07582 -3.42445 0.37
H -21.13536 -2.32162 -2.37034 0.33
H -19.96150 -1.09807 -1.96427 0.31
H -21.96123 0.26873 -1.92048 0.34
C -15.49315 3.43794 -6.37047 -1.39
C -16.40665 4.11966 -5.34702 0.83
C -16.12648 3.49324 -3.98830 -1.33
O -16.12136 5.57426 -5.30024 -0.53
H -15.87179 2.45962 -6.69305 0.37
H -14.49232 3.21012 -5.94948 0.32
H -15.41203 4.05094 -7.26101 0.49
H -17.46597 4.10651 -5.63399 -0.03
H -15.07247 3.52939 -3.70659 0.40
H -16.25388 2.45407 -4.08613 0.47
H -16.71973 3.84028 -3.13182 0.04
H -15.86040 5.81999 -6.22021 0.20
C -20.68632 4.79244 -4.95044 -0.20
C -20.47480 5.77060 -3.82523 0.55
C -19.02052 5.82620 -3.36911 -0.27
O -20.90460 7.05573 -4.20170 0.52
H -20.11253 5.10860 -5.82822 -0.07
H -21.76523 4.75295 -5.26233 -0.17
H -20.47403 3.77680 -4.57728 -0.10
H -21.20866 5.49160 -3.08157 0.42
H -18.72661 5.02066 -2.72026 0.25
H -18.98683 6.69787 -2.72300 -0.14
H -18.24916 6.03442 -4.10771 -0.22
H -20.29865 7.47445 -4.79562 -0.08
C -23.59282 9.41375 -3.79751 -0.94
C -23.89642 8.26165 -2.94188 0.10
O -22.79116 7.77560 -2.22253 -0.53
H -24.55451 9.83230 -4.15235 0.35
H -22.96140 9.23225 -4.66297 0.04
H -23.06182 10.07707 -3.12065 0.30
H -24.35412 7.45734 -3.51652 -0.04
H -24.60655 8.54531 -2.13040 0.37
H -22.00717 7.81314 -2.80001 0.06
C -19.96712 9.79980 -0.87107 -0.09
C -21.37084 9.89099 -0.27473 -0.36
O -21.88756 8.64669 0.08563 -0.59
H -19.97276 9.46872 -1.94065 -0.09
H -19.26196 9.21524 -0.31616 -0.17
H -19.48744 10.82990 -0.89505 0.40
H -22.07845 10.41031 -0.97029 0.08
H -21.35459 10.58869 0.57685 0.37
H -22.18236 8.22584 -0.72333 0.53
```

Values from the calculation:
- Frontier orbital gap: 9.797 eV
- Relative energy (zero: lowest compared OMol25 entry of this formula, charge and spin): 36.92 kcal/mol
- HOMO level: -9.36 eV
- Largest force on an atom: 3.61 eV/A


No. 2
DFT (ωB97M-V/def2-TZVPD) results for a cluster of 7 separate species, C28H77N7O7 in total.

Structure (XYZ):
```
119
Properties=species:S:1:pos:R:3:mulliken_charge:R:1
C -5.82569 -2.32194 -2.57314 -0.96
C -5.41869 -1.13481 -3.46261 0.20
C -3.96784 -0.75834 -3.21613 0.37
O -3.76871 0.56731 -3.68090 -0.42
C -2.40686 0.90476 -3.75286 -0.52
N -5.67714 -1.48406 -4.85380 -0.77
H -5.42637 -3.24944 -2.99271 0.14
H -6.91020 -2.42152 -2.54091 0.35
H -5.48022 -2.18030 -1.54789 0.23
H -6.09141 -0.32880 -3.16631 0.34
H -3.31991 -1.46752 -3.75138 0.17
H -3.68884 -0.81186 -2.15203 -0.35
H -2.30092 1.95811 -4.00360 0.31
H -1.89679 0.36199 -4.56787 0.34
H -1.86163 0.65892 -2.83542 0.05
H -5.39468 -0.71079 -5.44748 0.31
H -5.10429 -2.27953 -5.11488 0.27
C 2.75696 -5.28802 1.74006 -1.47
C 3.88516 -4.36162 2.11167 0.52
C 3.36772 -3.08019 2.75077 -0.25
O 4.36110 -2.07892 2.81253 -0.38
C 4.27144 -1.14520 1.76602 -0.28
N 4.90001 -5.04997 2.92852 -0.75
H 3.11750 -6.21012 1.28334 0.37
H 1.99062 -4.79440 1.14823 0.35
H 2.28665 -5.66454 2.66288 0.30
H 4.44666 -4.05197 1.21859 0.23
H 3.06366 -3.31213 3.78144 0.30
H 2.45875 -2.73975 2.24017 0.00
H 3.27562 -0.69818 1.66597 -0.05
H 4.59941 -1.54492 0.80049 0.29
H 4.92842 -0.31200 2.02596 0.26
H 4.52314 -5.15986 3.87080 0.28
H 5.66420 -4.39197 3.06166 0.30
C -1.51733 4.49770 3.87929 -1.67
C -0.46509 3.79231 3.03100 1.07
C 0.82313 4.58489 2.97391 -0.98
O 1.45226 4.37710 1.72972 -0.17
C 2.63449 5.12178 1.56216 -0.51
N -0.18844 2.42402 3.51309 -0.45
H -1.17166 4.57703 4.91575 0.36
H -2.46579 3.95365 3.90695 0.31
H -1.77967 5.49996 3.52929 0.45
H -0.84494 3.66564 2.01260 -0.05
H 1.48882 4.22604 3.78128 0.36
H 0.65342 5.64948 3.18483 0.37
H 3.24188 5.08649 2.47593 0.38
H 2.42142 6.16705 1.31680 0.29
H 3.18980 4.65040 0.75374 -0.08
H -1.06285 1.98169 3.79753 0.11
H 0.32587 2.48321 4.39057 0.27
C -3.81542 -1.13356 1.40813 -1.49
C -3.39073 0.10103 2.20480 3.06
C -4.58569 0.85483 2.75514 -1.28
O -5.40464 1.41484 1.74705 -0.38
C -4.89824 2.63064 1.23960 -0.37
N -2.57598 -0.28313 3.37983 -0.68
H -4.47500 -1.78831 1.99072 0.41
H -2.93893 -1.73565 1.17608 -0.19
H -4.39515 -0.85181 0.52504 0.37
H -2.74794 0.68804 1.54306 -1.16
H -4.27295 1.60542 3.49285 0.41
H -5.24178 0.14515 3.26873 0.41
H -5.42337 2.88085 0.32112 0.26
H -3.83117 2.55151 0.99181 -0.03
H -5.02346 3.44320 1.96513 0.29
H -1.81981 -0.89065 3.08712 0.17
H -3.16012 -0.75392 4.05966 0.32
C -2.75472 -4.51519 0.97422 -1.68
C -3.65418 -4.21587 -0.19378 2.43
C -3.17668 -4.80572 -1.51024 -0.89
O -2.01121 -4.13467 -1.94126 -0.13
C -1.01126 -4.98659 -2.45957 -0.90
N -5.02277 -4.70463 0.13323 -0.77
H -1.81863 -3.94946 0.90959 0.21
H -2.49215 -5.57633 1.00594 0.47
H -3.18744 -4.22446 1.93076 0.41
H -3.78879 -3.14564 -0.36903 -1.11
H -3.96752 -4.70004 -2.25911 0.06
H -2.96391 -5.87509 -1.36578 0.45
H -0.14594 -4.36755 -2.69733 0.21
H -1.32497 -5.49681 -3.37685 0.31
H -0.68607 -5.72996 -1.72232 0.38
H -4.95100 -5.69166 0.38444 0.30
H -5.57567 -4.75232 -0.72253 0.31
C 5.05077 2.92160 -1.58753 -1.06
C 6.03694 3.85915 -2.25591 0.40
C 7.41773 3.21341 -2.34875 -0.74
O 8.26562 4.02288 -3.10799 -0.33
C 9.33149 3.32384 -3.73728 -0.73
N 5.51832 4.25054 -3.59012 -0.72
H 4.74114 2.15236 -2.30031 0.42
H 4.16526 3.46690 -1.27035 0.01
H 5.51695 2.39616 -0.75144 0.36
H 6.15714 4.80794 -1.72421 0.26
H 7.27363 2.21536 -2.79553 0.40
H 7.80440 3.07113 -1.32862 0.31
H 9.80134 2.62670 -3.03946 0.31
H 10.07171 4.07498 -4.00624 0.25
H 8.96618 2.82140 -4.63504 0.30
H 5.29298 3.39488 -4.09798 0.27
H 6.30203 4.62539 -4.11945 0.29
C -0.67958 -0.79521 -0.55292 -1.46
C 0.31879 0.00391 0.26636 0.48
C 0.21142 1.47317 -0.06207 0.40
O 0.80338 1.72401 -1.33077 -0.44
C 0.93587 3.09918 -1.58546 -0.30
N 0.06477 -0.22703 1.71210 -0.40
H -0.39640 -0.98848 -1.58767 0.55
H -1.69694 -0.38143 -0.55994 -0.32
H -0.84477 -1.78277 -0.10325 0.21
H 1.28371 -0.45390 0.04182 0.28
H 0.67843 2.11898 0.69352 0.20
H -0.85683 1.74701 -0.09903 0.02
H 1.21420 3.18453 -2.63802 0.36
H 1.72563 3.57240 -0.99229 -0.22
H 0.00450 3.66187 -1.45120 0.31
H -0.79845 0.23553 1.98539 -0.29
H 0.75980 0.40029 2.11976 0.29
```

Values from the calculation:
- Frontier orbital gap: 9.796 eV
- Relative energy (zero: lowest compared OMol25 entry of this formula, charge and spin): 17.50 kcal/mol
- HOMO level: -9.19 eV
- Largest force on an atom: 1.49 eV/A


> The lowest largest force on an atom belongs to which entry?

C28H77N7O7


> Which of these has the lowest frontier orbital gap?

C28H77N7O7